Entry 1:
C19H13BF4N5O2Ru | the ωB97M-V functional and the def2-TZVPD basis

Geometry as ORCA input:
```
! wB97M-V def2-TZVPD RIJCOSX def2/J DEFGRID3
* xyz 0 6
Ru 0.17 -1.88 -0.64
F 0.70 -2.99 -2.53
F 1.65 -5.09 -2.34
F -0.63 -4.89 -2.65
F 0.35 -4.18 -0.66
O 2.47 -2.02 -0.17
O -0.97 -0.69 -1.86
N -1.05 -1.94 1.00
N -5.32 -2.27 2.12
N 0.95 0.14 -0.14
N -2.88 -2.66 2.42
N 0.22 1.17 0.01
C -1.04 1.24 -0.47
C -2.86 0.66 -2.01
C -3.56 1.74 -1.61
C -4.18 -2.44 2.22
C 3.07 -0.87 0.30
C -1.59 0.36 -1.44
C 2.82 1.48 0.78
C 4.91 0.38 1.19
C -3.82 3.76 -0.20
C -1.80 2.41 -0.05
C 2.28 0.28 0.33
C 4.39 -0.82 0.73
C 4.13 1.53 1.21
C 3.29 -3.20 -0.25
C -3.06 2.65 -0.62
C -3.34 4.62 0.75
C -1.32 3.30 0.93
C -1.98 -2.30 1.65
C -2.08 4.38 1.31
B 0.51 -4.39 -2.11
H -4.79 3.92 -0.65
H 4.55 2.46 1.56
H 3.64 -3.47 0.74
H 4.13 -3.01 -0.92
H 2.19 2.36 0.77
H 5.01 -1.70 0.72
H -4.54 1.94 -2.04
H -1.70 5.05 2.07
H -3.92 5.47 1.06
H 5.94 0.41 1.53
H -0.36 3.11 1.39
H 2.66 -3.98 -0.66
H -3.24 -0.03 -2.76
*
```

**LUMO level (alpha / beta)**: -1.71 / -2.61 eV
**HOMO-LUMO gap (alpha / beta)**: 6.9 / 6.1 eV

Results of the natural (NBO) charge analysis, in e, for atoms 1 through 4: number 1, Ru, carries 1.776; number 2, F, carries -0.555; number 3, F, carries -0.531; number 4, F, carries -0.520


Entry 2:
C41H53BrCl4FeI2N3O4Si | the ωB97M-V functional and the def2-TZVPD basis

Geometry as ORCA input:
```
! wB97M-V def2-TZVPD RIJCOSX def2/J DEFGRID3
* xyz 0 2
I -5.04 -3.69 5.61
I 0.75 -3.07 4.27
Br 1.13 0.68 -0.37
Fe -1.14 -0.12 0.48
Cl -2.94 3.52 -2.47
Cl -4.85 -2.46 -2.49
Cl -5.28 2.61 -4.38
Cl -6.27 -0.34 -4.35
Si 3.18 0.69 -1.38
O -2.69 -1.21 -0.89
O -0.60 -1.21 2.05
O -0.31 -2.19 -0.59
O -1.96 1.29 -0.80
N -3.06 -0.44 1.65
N -0.61 3.05 3.41
N -1.06 1.46 1.77
C -0.34 1.88 2.76
C -2.86 -1.33 2.64
C -1.07 -3.61 -2.29
C -1.39 -4.24 -4.98
C 5.51 2.29 -0.95
C -3.91 -1.88 3.40
C -1.06 -2.94 -4.60
C -1.23 -2.57 3.89
C 4.00 1.31 -4.06
C 1.77 0.25 -3.84
C -2.87 0.97 -1.61
C -1.57 -4.05 0.20
C 2.75 1.23 -3.18
C 0.07 3.42 4.64
C -4.52 1.48 -3.32
C -1.70 3.90 2.94
C -3.57 -2.80 4.43
C -1.56 -5.22 -4.01
C -0.93 -3.21 -0.86
C 3.36 3.32 -0.23
C 5.16 -1.35 -1.69
C -4.28 -0.07 1.36
C -1.41 -4.91 -2.67
C -2.26 -3.12 4.67
C 4.13 2.00 -0.34
C -1.48 -1.70 2.83
C -0.51 2.78 5.90
C -3.09 3.46 3.41
C 2.79 -2.11 -1.89
C -3.51 1.89 -2.49
C -3.30 -0.43 -1.64
C -4.97 0.12 -3.32
C 0.84 1.09 3.22
C -5.40 -0.56 2.05
C 2.06 2.61 -3.19
C 4.35 1.49 1.10
C 3.74 -1.14 -1.15
C 3.72 -1.57 0.33
C -4.38 -0.81 -2.51
C -5.22 -1.46 3.06
C -0.89 -2.63 -3.27
H -1.58 -3.52 1.14
H -1.55 3.09 6.06
H 0.92 0.01 -3.19
H 0.98 0.24 2.56
H 5.24 -1.12 -2.76
H -1.82 -6.23 -4.31
H 5.13 0.74 1.15
H 1.74 1.70 3.23
H 1.68 2.80 -4.20
H -3.86 4.07 2.94
H -1.50 4.91 3.30
H 2.75 -1.38 0.80
H 6.06 2.98 -0.29
H 2.33 3.18 0.10
H 3.05 -3.13 -1.60
H -3.27 2.41 3.15
H 5.90 -0.74 -1.16
H -1.82 2.08 1.52
H -1.67 3.95 1.85
H -1.54 -5.68 -1.92
H 1.22 2.66 -2.50
H 2.76 3.41 -2.95
H 3.71 1.58 -5.08
H -2.01 -3.81 5.46
H -0.50 1.69 5.83
H -4.40 0.66 0.57
H 3.44 1.09 1.54
H -1.01 -4.98 0.33
H 1.75 -1.95 -1.63
H 1.37 0.71 -4.75
H -2.59 -4.32 -0.10
H 4.50 -1.10 0.92
H 4.53 0.36 -4.12
H 3.89 -2.65 0.37
H 3.34 3.87 -1.17
H 6.12 1.39 -1.07
H -1.52 -4.48 -6.03
H -3.19 3.55 4.49
H -0.64 -1.63 -2.95
H -0.94 -2.17 -5.36
H 1.13 3.19 4.56
H 0.00 4.51 4.73
H 0.68 0.70 4.23
H 3.86 3.96 0.50
H 2.25 -0.68 -4.13
H 5.43 2.77 -1.93
H 4.71 2.07 -3.71
H -6.06 -1.86 3.61
H 5.45 -2.40 -1.57
H 2.90 -2.05 -2.97
H 4.68 2.34 1.72
H 0.07 3.07 6.77
H -6.39 -0.23 1.78
*
```

**LUMO level (alpha / beta)**: 0.26 / -1.42 eV
**HOMO-LUMO gap (alpha / beta)**: 7.4 / 5.7 eV

Results of the Mulliken charge analysis, in e, for atoms 1 through 4: number 1, I, carries 0.033; number 2, I, carries -0.030; number 3, Br, carries 0.252; number 4, Fe, carries 1.003


Entry 3:
C30H46BrN3P2Ru | the ωB97M-V functional and the def2-TZVPD basis

Geometry as ORCA input:
```
! wB97M-V def2-TZVPD RIJCOSX def2/J DEFGRID3
* xyz 4 5
Ru -0.25 -2.61 -2.17
Br 1.52 2.91 -1.07
P -2.12 -2.01 -1.06
P -1.06 2.15 -4.96
N -0.18 -2.24 1.93
N 4.43 -6.38 -5.76
N 0.64 -2.48 0.87
C 2.63 -5.07 -4.04
C 1.44 -1.56 -2.69
C 3.04 -2.94 0.57
C -3.22 -1.86 -2.48
C -2.51 1.54 -4.04
C 0.35 1.14 -7.12
C 4.41 -6.70 -4.46
C -2.86 -3.40 -0.11
C -4.26 -3.25 0.46
C 2.60 -4.88 -5.45
C 3.55 -5.53 -6.27
C -3.78 2.34 -4.41
C 1.86 -4.13 -3.26
C 0.26 1.04 -5.58
C 2.64 -0.90 -2.34
C 2.63 0.38 -1.79
C 0.24 -0.76 -2.78
C 0.46 -2.15 3.11
C 0.31 0.61 -2.27
C 1.82 -2.36 2.82
C 0.32 4.60 -4.60
C -0.30 3.40 -3.85
C -2.90 -3.11 -3.28
C 3.50 -6.09 -3.57
C 1.49 1.20 -1.80
C -3.39 0.30 0.00
C -2.07 -0.47 -0.11
C 1.87 -2.58 1.41
C -0.31 -1.95 4.35
C 1.36 -2.95 -3.16
H 1.88 -4.21 -5.92
H -4.46 -4.14 1.07
H 0.32 -1.55 5.14
H -5.04 -3.21 -0.30
H -4.38 -2.38 1.11
H -2.38 1.62 -2.95
H -3.47 -3.99 -2.91
H 1.21 1.34 -5.11
H -4.24 -0.35 0.23
H -0.55 0.74 -7.59
H -2.84 -4.26 -0.81
H 0.03 0.02 -5.24
H 3.52 -6.42 -2.53
H -3.29 1.04 0.80
H 2.82 -2.61 -0.46
H 3.95 -2.44 0.93
H -1.13 -1.24 4.21
H -2.97 -0.94 -3.03
H -4.27 -1.76 -2.16
H 3.52 0.77 -1.32
H 0.45 2.90 -3.22
H -0.47 5.10 -5.19
H -3.15 -2.95 -4.34
H -0.75 -2.90 4.71
H 0.73 5.34 -3.90
H -2.14 -3.64 0.68
H -1.09 3.74 -3.16
H -0.63 1.16 -2.25
H 5.14 -7.44 -4.15
H -1.30 0.16 -0.56
H -1.20 -2.22 1.82
H -1.79 -3.35 -3.22
H 3.58 -5.32 -7.35
H 0.48 2.18 -7.45
H 3.54 -1.49 -2.50
H -1.68 -0.73 0.88
H 3.20 -4.03 0.56
H 2.63 -2.37 3.53
H -3.83 3.26 -3.82
H -4.67 1.75 -4.16
H -0.52 -1.01 -3.60
H 1.13 4.29 -5.27
H -3.84 2.62 -5.47
H -2.62 0.47 -4.30
H -3.63 0.84 -0.92
H 1.20 0.55 -7.49
*
```

**LUMO level (alpha / beta)**: -12.49 / -14.89 eV
**HOMO-LUMO gap (alpha / beta)**: 6.0 / 3.4 eV

Results of the Mulliken charge analysis, in e, for atoms 1 through 4: number 1, Ru, carries -0.637; number 2, Br, carries 0.015; number 3, P, carries 0.937; number 4, P, carries 0.069


Entry 4:
C3H5N3O | the ωB97M-V functional and the def2-TZVPD basis

Geometry as ORCA input:
```
! wB97M-V def2-TZVPD RIJCOSX def2/J DEFGRID3
* xyz 0 1
O -0.91 -0.18 -0.75
N 2.44 -0.59 0.05
N 2.32 0.76 0.05
N 0.31 -0.10 -0.27
C 1.06 1.04 -0.22
C -1.93 0.06 0.35
C 1.28 -1.06 -0.16
H 1.13 -2.20 -0.10
H -2.85 -0.20 -0.19
H -1.87 1.15 0.61
H -1.70 -0.68 1.22
H 0.71 2.00 -0.59
*
```

**SMILES**: COn1cnnc1
**LUMO level**: 0.68 eV
**HOMO-LUMO gap**: 10.4 eV

Results of the natural (NBO) charge analysis, in e, for atoms 1 through 4: number 1, O, carries -0.343; number 2, N, carries -0.281; number 3, N, carries -0.283; number 4, N, carries -0.098


Entry 5:
C4H5NO3 | the ωB97M-V functional and the def2-TZVPD basis

Geometry as ORCA input:
```
! wB97M-V def2-TZVPD RIJCOSX def2/J DEFGRID3
* xyz 0 1
O -4.53 -0.11 0.94
O -0.89 -1.11 0.70
O -4.60 0.97 -1.17
N -3.65 -0.85 -0.07
C 1.80 0.72 -0.73
C -0.33 -0.23 0.05
C 1.14 -0.22 -0.07
C -4.31 0.25 -0.32
H -2.59 -0.79 0.12
H 2.93 0.70 -0.80
H -0.90 0.62 -0.40
H 1.77 -0.88 0.59
H 1.41 1.67 -1.00
*
```

**SMILES**: O=C1NO1.C=CC=O
**LUMO level**: -0.68 eV
**HOMO-LUMO gap**: 9.9 eV

Results of the natural (NBO) charge analysis, in e, for atoms 1 through 4: number 1, O, carries -0.369; number 2, O, carries -0.530; number 3, O, carries -0.533; number 4, N, carries -0.376


Entry 6:
C4H14N | the ωB97M-V functional and the def2-TZVPD basis

Geometry as ORCA input:
```
! wB97M-V def2-TZVPD RIJCOSX def2/J DEFGRID3
* xyz 1 1
N 1.37 0.16 0.83
C 0.39 2.22 -0.16
C -1.46 -2.25 -1.52
C 1.22 1.68 0.98
C -1.53 -1.67 -0.13
H -1.66 -0.57 -0.21
H 0.68 1.83 -1.14
H -2.31 -1.94 -2.12
H 2.23 -0.16 1.26
H -0.57 -1.96 -2.07
H -2.49 -1.92 0.34
H 2.22 2.08 1.02
H 0.72 1.82 1.90
H -0.67 2.10 -0.01
H 0.64 -0.33 1.35
H -0.71 -1.83 0.55
H -1.46 -3.34 -1.53
H 1.29 -0.10 -0.14
H 0.56 3.30 -0.23
*
```

**LUMO level**: -3.65 eV
**HOMO-LUMO gap**: 11.4 eV

Results of the natural (NBO) charge analysis, in e, for atoms 1 through 4: number 1, N, carries -0.671; number 2, C, carries -0.650; number 3, C, carries -0.613; number 4, C, carries -0.205


One value per record, in order, for energy: -1675.40993 -8622.82478 -4684.75154 -356.70242 -435.74644 -215.28927 Ha.
One value per record, in order, for ΔE to the lowest compared entry with this formula, charge and spin: 3.0 126.7 766.9 406.8 457.0 51.5 kJ/mol.